1.
{"formula": "C14H29B3Br2CaO5", "method": "ωB97M-V/def2-TZVPD", "e_tot_ha": -6826.88799, "charge": 2, "e_homo_ev": -15.277, "symbols": ["C", "C", "O", "C", "C", "B", "O", "B", "O", "C", "C", "C", "C", "C", "C", "C", "O", "B", "C", "Br", "C", "C", "Br", "O", "H", "H", "H", "H", "H", "H", "H", "H", "H", "H", "H", "H", "H", "H", "H", "H", "H", "H", "H", "H", "H", "H", "H", "H", "H", "H", "H", "H", "H", "Ca"], "xyz": [[1.338, -4.814, 0.503], [0.319, -3.687, 0.689], [0.541, -2.609, -0.245], [1.181, -1.516, 0.322], [1.384, -0.480, -0.791], [1.212, 0.974, -0.141], [0.251, 1.822, -0.580], [-0.019, 2.744, 0.508], [-1.142, 2.718, 1.198], [-2.360, 2.188, 0.592], [-2.483, 0.689, 0.708], [-2.579, 0.229, 2.155], [-3.718, 0.254, -0.122], [-3.329, -0.268, -1.507], [-2.618, -1.627, -1.412], [-4.572, -0.389, -2.384], [1.082, 3.539, 0.850], [2.208, 2.796, 0.756], [3.612, 3.360, 0.316], [3.882, 5.168, 0.926], [4.807, 2.484, 0.665], [4.871, 1.187, -0.143], [4.829, 2.036, 2.548], [2.046, 1.384, 0.867], [0.866, -5.732, 0.177], [2.093, -4.498, -0.211], [1.854, -5.012, 1.439], [-0.704, -4.023, 0.564], [0.398, -3.296, 1.703], [2.128, -1.762, 0.812], [0.550, -1.048, 1.090], [0.617, -0.599, -1.561], [2.376, -0.587, -1.237], [-2.405, 2.514, -0.445], [-3.185, 2.651, 1.123], [-1.628, 0.183, 0.252], [-3.531, 0.502, 2.605], [-2.512, -0.858, 2.209], [-1.771, 0.626, 2.768], [-4.351, 1.129, -0.276], [-4.262, -0.505, 0.433], [-2.639, 0.448, -1.964], [-1.806, -1.706, -2.137], [-3.301, -2.445, -1.621], [-2.171, -1.801, -0.434], [-4.318, -0.625, -3.415], [-5.192, -1.210, -2.024], [-5.177, 0.512, -2.351], [3.600, 3.439, -0.779], [5.726, 3.035, 0.499], [4.228, 0.428, 0.317], [5.872, 0.770, -0.216], [4.457, 1.391, -1.162], [3.443, -0.102, -2.435]], "atomic_forces_ev_per_a": [[-0.1, 0.3, 0.3], [0.3, -0.1, 0.3], [0.1, -0.2, -0.2], [-0.3, 0.0, -0.1], [-0.5, 0.8, 0.2], [-0.2, 0.2, 0.0], [-0.2, -0.2, 0.3], [-0.1, 0.3, 0.1], [-0.3, 0.3, -0.5], [0.1, -0.1, 0.1], [-0.5, -0.5, 0.0], [0.2, -0.2, 0.1], [0.7, 0.3, -0.1], [-0.3, -0.4, 0.1], [0.3, 0.2, -0.1], [0.1, -0.1, 0.1], [0.0, -0.6, -0.3], [-0.1, 0.3, 0.8], [0.1, -0.1, 0.1], [0.0, 0.0, 0.1], [0.2, 0.1, 0.0], [-0.6, -0.7, 0.2], [0.1, 0.0, 0.0], [0.7, 0.0, -0.8], [0.1, -0.1, -0.2], [0.0, -0.1, -0.2], [0.0, -0.1, 0.1], [-0.1, 0.0, -0.2], [-0.1, 0.2, 0.1], [0.1, 0.0, 0.0], [-0.1, 0.0, 0.1], [0.1, -0.3, -0.2], [-1.7, -1.5, 2.3], [0.0, 0.0, -0.1], [0.0, 0.2, 0.1], [0.3, 0.2, 0.0], [-0.1, 0.2, 0.0], [0.0, -0.1, 0.0], [0.0, 0.1, 0.1], [-0.3, -0.1, 0.2], [-0.3, -0.1, 0.0], [0.0, 0.2, 0.0], [0.0, -0.1, -0.1], [-0.1, -0.1, 0.1], [0.0, 0.0, 0.1], [0.0, 0.1, -0.1], [-0.1, 0.0, 0.1], [0.0, 0.1, -0.2], [-0.1, 0.1, -0.1], [0.0, 0.1, -0.1], [-0.1, 0.0, 0.1], [0.2, 0.1, -0.1], [0.4, 0.5, -0.2], [1.9, 0.9, -2.1]], "mulliken_charge": [-1.177, -0.348, -0.404, -0.687, -0.783, 0.002, 0.137, 0.632, -0.710, -1.064, 2.942, -1.952, -1.449, 1.063, -1.027, -1.748, -0.486, 0.242, -0.541, -0.002, -0.358, -0.397, -0.032, 0.064, 0.329, 0.282, 0.342, 0.466, 0.381, 0.469, 0.310, 0.672, 0.355, 0.447, 0.402, -1.370, 0.451, 0.412, 0.410, 0.399, 0.419, 0.141, 0.202, 0.496, 0.011, 0.411, 0.388, 0.411, 0.306, 0.683, 0.356, 0.288, -0.437, 1.652]}

=====

2.
{"formula": "C4H6O", "method": "ωB97M-V/def2-TZVPD", "e_tot_ha": -231.06045, "charge": 0, "e_above_lowest_kcal_mol": 102.5, "e_homo_ev": -9.226, "symbols": ["C", "C", "C", "O", "C", "H", "H", "H", "H", "H", "H"], "xyz": [[0.603, 0.578, -1.103], [0.367, -0.585, -0.201], [-0.133, -0.290, 1.192], [-1.193, 0.653, 0.963], [-0.747, -0.006, -1.064], [1.116, 0.307, -2.024], [0.754, 1.609, -0.788], [0.812, -1.541, -0.461], [0.625, 0.169, 1.844], [-0.504, -1.192, 1.699], [-1.679, 0.347, 0.127]], "atomic_forces_ev_per_a": [[0.1, 0.1, -0.1], [0.0, -0.2, 0.0], [0.1, -0.1, -0.1], [-0.2, 0.1, 0.2], [0.5, -0.2, -0.7], [0.0, 0.0, 0.0], [-0.1, -0.2, 0.0], [0.0, 0.1, 0.1], [-0.3, 0.0, -0.2], [0.0, 0.1, -0.2], [-0.2, 0.1, 1.0]], "mulliken_charge": [-0.436, -0.052, -0.408, -0.490, -0.368, 0.257, 0.209, 0.364, 0.244, 0.269, 0.411]}

=====

no.,LUMO (eV)
1,-9.6
2,-0.3